The following is a DFT calculation (the ωB97M-V functional and the def2-TZVPD basis) of a gas-phase ion, C4H9O2 (charge -1) at a distorted geometry.

Cartesian coordinates (Å):
C 0.88535 -0.65325 -1.75668
C 0.67356 0.14130 -0.42202
O 1.05881 1.40752 -0.22473
C -0.82375 -0.07906 0.01366
C -0.94059 0.15189 1.55873
O -0.15681 1.25642 2.09285
H 0.25427 -0.16030 -2.51455
H 1.89584 -0.37147 -2.07201
H 0.80444 -1.74253 -1.62656
H 1.15010 -0.51157 0.40518
H -1.55400 0.62468 -0.42251
H -1.06658 -1.12181 -0.14877
H -0.70584 -0.78528 2.02197
H -1.96046 0.48005 1.78409
H 0.48568 1.36342 1.31137

Atoms 1-6, force components in eV/Å:
C 0.89 2.07 0.21
C -1.12 -1.69 2.00
O 0.25 0.15 -0.98
C 0.37 1.09 1.26
C -0.37 1.75 -0.50
O 0.22 -1.48 -1.25

- HOMO energy (hartree) = -0.109
- total charge = -1
- relative energy (zero: lowest compared OMol25 entry of this formula, charge and spin) (kJ/mol) = 202.21
- electronic energy (Eh) = -308.26787
- gap between HOMO and LUMO (eV) = 7.416
- SMILES string = C[C@@H]([O-])CCO

=====

The following is a DFT calculation (the ωB97M-V functional and the def2-TZVPD basis) of 2 unconnected molecules or ions with the total composition C5H11B3F3INO6S2 at a distorted geometry.

Cartesian coordinates (Å):
N 2.90270 -1.44415 -0.34263
C 2.30253 -0.49672 -1.27631
C 1.95925 0.90360 -0.71842
C 0.45753 1.17873 -0.63113
C -0.12867 1.84748 -1.89589
B -1.60250 1.41321 -2.10496
O -2.45375 1.16450 -1.03382
B -3.12889 -0.04658 -1.11960
S -3.18287 -1.26791 0.16109
O -3.67312 -0.38995 -2.37291
B -2.78727 -0.09128 -3.36678
I -2.27257 -1.57442 -4.81373
O -2.13888 1.10498 -3.37492
H 2.27371 -1.59053 0.44034
H 3.74122 -1.03526 0.04980
H 1.39455 -0.96250 -1.66590
H 2.99274 -0.39641 -2.11758
H 2.42452 1.66161 -1.35688
H 2.38884 0.98196 0.27834
H 0.25146 1.81043 0.23038
H -0.05159 0.23668 -0.43313
H -0.02636 2.93069 -1.79700
H 0.43500 1.55933 -2.78857
H -2.51580 -0.60332 1.11853
C 0.45869 -0.62389 4.58051
F 0.62070 0.70419 4.63374
F 1.67505 -1.17568 4.65868
F -0.21587 -0.98672 5.67601
S -0.41418 -1.14199 3.04529
O 0.47045 -0.65553 2.00675
O -1.67834 -0.44034 3.14270
O -0.47830 -2.57422 3.18803

Atoms 1-6, force components in eV/Å:
N -0.07 0.00 0.05
C 0.10 0.07 -0.09
C -0.10 -0.13 -0.19
C 0.05 0.10 -0.02
C 0.14 -0.07 0.01
B -0.81 0.53 0.14

- HOMO energy (hartree) = -0.235
- total charge = -1
- electronic energy (Eh) = -2171.99428
- gap between HOMO and LUMO (eV) = 8.513

=====

Among the records above, which one has the lowest HOMO energy?
C5H11B3F3INO6S2